Density functional theory data (the ωB97M-V functional and the def2-TZVPD basis) for a single C4H8O molecule at a distorted geometry.

```
13
Properties=species:S:1:pos:R:3:forces:R:3:mulliken_charge:R:1
C 1.8315 -0.3108 -0.0872 -0.349 1.748 1.849 -0.66
C -0.6194 -0.3153 0.0218 0.319 0.149 1.213 0.74
C -0.6703 1.2177 0.0876 1.929 -0.527 -0.541 -1.05
C -1.6745 -1.1309 0.0007 -0.334 0.324 -1.373 -0.85
H 2.2250 0.2596 0.8377 -0.736 -0.371 -1.459 0.23
H 2.6898 -0.9200 -0.3337 -0.492 -1.045 -0.234 0.28
H 1.6439 0.3743 -0.9281 0.207 -0.209 0.379 0.28
H 0.0456 1.6782 -0.6769 -1.368 -0.426 0.870 0.26
H -0.3040 1.5567 1.0596 0.197 -0.178 0.048 0.28
H -1.6770 1.5941 0.0391 -0.345 -0.029 -0.569 0.33
H -2.7307 -0.8527 -0.2569 1.362 -0.054 0.594 0.26
H -1.3710 -2.1631 -0.0704 -0.464 -0.380 0.273 0.29
O 0.6112 -0.9879 0.3068 0.073 0.998 -1.049 -0.38
```
Forces are in eV/Å.

The calculation puts the highest occupied orbital energy at -8.74 eV. The calculation puts the energy above the lowest of the compared OMol25 structures with the same formula, charge and spin at 39.0 kcal per mole. The structure (SMILES) is C=C(C)OC. The value obtained for the lowest unoccupied orbital energy is 1.00 eV.